One molecule with the formula C3H4Cl2FN. Source: the Open Molecules 2025 dataset; level of theory: the ωB97M-V functional and the def2-TZVPD basis.

Properties
SMILES	N[C@@H]1[C@H](Cl)[C@@]1(F)Cl
electronic energy	-32426.9123	eV
orbital gap	10.3833	eV
maximum force	2.90	eV Å⁻¹
E_LUMO	0.658	eV
energy relative to the best compared isomer or geometry (same formula, charge and spin)	0.233	eV

```
11
C3H4Cl2FN the ωB97M-V functional and the def2-TZVPD basis
C 0.081 0.492 -0.385
C -0.314 -0.946 -0.476
C 0.905 -0.560 0.348
H -0.374 2.172 0.746
H -1.479 1.017 0.724
H 0.632 0.758 -1.293
H -0.153 -1.433 -1.441
N -0.837 1.552 0.123
F 0.819 -0.690 1.677
Cl -1.830 -1.482 0.117
Cl 2.551 -0.881 -0.140
```

***

C33H46AsCeF10N5OS as an isolated structure. Source: the Open Molecules 2025 dataset; level of theory: the ωB97M-V functional and the def2-TZVPD basis.

Properties
electronic energy	-156230.4076	eV
orbital gap (spin up / spin down)	7.2338 / 7.2355	eV
net charge	+2
maximum force	2.69	eV Å⁻¹
E_LUMO (spin up / spin down)	-6.028 / -6.027	eV
energy relative to the best compared isomer or geometry (same formula, charge and spin)	0.546	eV

```
98
C33H46AsCeF10N5OS the ωB97M-V functional and the def2-TZVPD basis
Ce -0.209 0.675 1.666
N 0.509 -1.094 2.605
C 0.633 -1.571 3.948
C -0.187 -0.649 4.839
N -1.193 0.046 4.025
C -2.434 -0.678 3.835
C -2.543 -1.567 2.589
N -2.231 -0.847 1.360
H 5.819 -3.143 1.113
H 1.298 -1.502 2.079
H 1.656 -1.556 4.263
H 0.315 -2.618 4.066
H 0.467 0.062 5.335
H -0.689 -1.216 5.618
H -1.424 0.897 4.553
H -3.201 0.090 3.690
H -2.713 -1.292 4.702
H -3.537 -1.960 2.621
H -1.833 -2.400 2.608
H -3.045 -0.375 0.954
H -1.933 -1.504 0.655
C -1.176 2.541 -5.585
C -1.303 3.483 -4.447
C -2.772 3.967 -4.252
C -0.446 4.694 -4.762
C -0.765 2.837 -3.193
C -0.673 3.650 -2.050
C -0.262 3.097 -0.843
N 0.033 1.807 -0.645
C 0.018 1.043 -1.781
C -0.393 1.521 -3.034
C 0.425 -0.387 -1.606
C 0.961 -1.095 -2.680
C 1.308 -2.429 -2.572
C 1.079 -3.003 -1.310
C 0.641 -2.225 -0.242
N 0.313 -0.919 -0.340
C 1.890 -3.280 -3.667
C 2.245 -2.444 -4.913
C 3.169 -3.863 -3.110
C 0.856 -4.331 -4.057
H -1.611 2.879 -6.576
H -1.678 1.592 -5.422
H -0.147 2.348 -5.786
H -3.127 4.535 -5.054
H -2.895 4.564 -3.332
H -3.491 3.127 -4.178
H -0.902 5.270 -5.555
H 0.511 4.329 -5.142
H -0.312 5.409 -3.947
H -0.928 4.732 -2.097
H -0.258 3.727 0.006
H -0.497 0.812 -3.812
H 1.138 -0.589 -3.623
H 1.314 -4.055 -1.159
H 0.493 -2.662 0.742
H 2.825 -1.564 -4.671
H 1.324 -2.138 -5.498
H 2.820 -3.038 -5.612
H 3.768 -3.061 -2.695
H 3.737 -4.409 -3.884
H 2.998 -4.598 -2.286
H -0.076 -3.820 -4.268
H 0.718 -5.078 -3.294
H 1.243 -4.848 -4.927
F 2.775 -6.322 5.480
C 3.134 -5.612 4.430
C 3.662 -4.360 4.582
F 3.824 -3.914 5.821
C 4.074 -3.580 3.507
F 4.621 -2.376 3.764
C 3.944 -4.076 2.229
S 4.427 -3.117 0.855
C 3.307 -5.328 2.032
F 3.065 -5.846 0.834
C 2.942 -6.084 3.130
F 2.264 -7.209 2.929
F 2.397 1.515 1.862
C 1.346 2.437 2.089
F 1.028 2.238 3.440
C 1.868 3.860 1.780
F 2.458 3.897 0.557
F 2.687 4.439 2.680
F 0.809 4.731 1.669
C -2.568 4.921 2.343
As -3.230 3.206 1.915
C -4.513 2.576 3.168
C -3.994 3.241 0.152
O -2.014 2.057 1.834
H -3.324 5.680 2.168
H -1.797 5.235 1.617
H -2.119 4.927 3.297
H -5.477 3.102 3.215
H -4.082 2.687 4.164
H -4.721 1.530 3.034
H -4.798 3.961 0.113
H -4.403 2.227 -0.027
H -3.235 3.433 -0.635
```

***

C3HFO2Yb as an isolated structure. Source: the Open Molecules 2025 dataset; level of theory: the ωB97M-V functional and the def2-TZVPD basis.

Properties
electronic energy	-41427.7435	eV
orbital gap (spin up / spin down)	7.9531 / 6.6887	eV
net charge	+3
maximum force	4.53	eV Å⁻¹
E_LUMO (spin up / spin down)	-16.411 / -17.675	eV
expectation value of S²	0.805
energy relative to the best compared isomer or geometry (same formula, charge and spin)	1.522	eV
2S+1	2

```
8
C3HFO2Yb the ωB97M-V functional and the def2-TZVPD basis
O 0.716 1.501 2.139
C 1.533 1.634 2.920
Yb -1.067 1.330 0.541
F -0.081 -0.756 -0.402
H 0.978 -3.219 -0.963
O 1.105 -1.858 -2.591
C 0.544 -2.567 -1.786
C -0.544 -1.692 -1.283
```

***

C2H3HgLiO as an isolated structure. Source: the Open Molecules 2025 dataset; level of theory: the ωB97M-V functional and the def2-TZVPD basis.

Properties
electronic energy	-8536.7166	eV
orbital gap (spin up / spin down)	7.6345 / 7.5690	eV
net charge	+1
maximum force	5.92	eV Å⁻¹
E_LUMO (spin up / spin down)	-5.534 / -5.777	eV
expectation value of S²	0.764
energy relative to the best compared isomer or geometry (same formula, charge and spin)	2.019	eV
2S+1	2

```
8
C2H3HgLiO the ωB97M-V functional and the def2-TZVPD basis
O 0.742 -1.779 -0.405
C 0.170 -0.865 -1.093
Hg 0.420 -0.985 1.299
Li -1.552 0.231 -0.580
H 0.542 -0.836 -2.147
C -0.015 0.982 0.975
H -0.683 1.512 1.674
H 0.376 1.740 0.277
```

***

A 4-piece molecular cluster, C15H17F25N3O6PS overall. Source: the Open Molecules 2025 dataset; level of theory: the ωB97M-V functional and the def2-TZVPD basis.

Properties
SMILES	FC(F)C(F)(F)COC(F)(F)C(F)F.FC(F)C(F)(F)COC(F)(F)C(F)F.FC(F)C(F)(F)COC(F)(F)C(F)F.NN(P(N)O)S(=O)(=O)F
electronic energy	-120646.7346	eV
orbital gap	9.5747	eV
maximum force	3.64	eV Å⁻¹
E_LUMO	0.179	eV
energy relative to the best compared isomer or geometry (same formula, charge and spin)	0.000	eV

```
68
C15H17F25N3O6PS the ωB97M-V functional and the def2-TZVPD basis
N -0.578 5.580 -0.680
N -0.213 4.700 -1.742
P -1.415 3.459 -2.184
N -2.575 4.655 -2.611
O -1.986 3.112 -0.682
S 1.311 4.147 -1.533
O 1.629 3.329 -2.650
O 2.178 5.142 -1.039
F 1.076 3.135 -0.338
H -1.281 6.201 -1.057
H -0.995 5.032 0.068
H -3.463 4.216 -2.836
H -2.266 5.141 -3.450
H -2.114 2.154 -0.593
C 3.446 0.020 -1.144
C 4.752 0.186 -1.924
C 4.664 0.687 -3.371
F 3.949 -0.173 -4.126
F 5.915 0.753 -3.877
F 5.483 -0.944 -1.870
F 5.439 1.165 -1.260
O 2.849 -1.263 -1.078
C 2.004 -1.712 -2.052
C 2.478 -3.031 -2.688
F 3.724 -2.920 -3.182
F 1.631 -3.326 -3.701
F 1.732 -0.777 -2.973
F 0.821 -2.016 -1.443
H 3.719 0.233 -0.111
H 2.707 0.769 -1.433
H 4.207 1.679 -3.407
H 2.442 -3.823 -1.941
C 1.492 -2.389 1.576
C 1.141 -3.870 1.403
C -0.335 -4.255 1.522
F -0.816 -3.968 2.750
F -0.465 -5.583 1.314
F 1.921 -4.643 2.178
F 1.438 -4.130 0.087
O 1.944 -1.959 2.847
C 1.092 -1.551 3.826
C 1.153 -2.448 5.076
F 0.934 -3.735 4.751
F 0.193 -2.048 5.938
F -0.174 -1.411 3.381
F 1.504 -0.325 4.238
H 2.345 -2.236 0.918
H 0.680 -1.768 1.199
H -0.895 -3.694 0.770
H 2.133 -2.349 5.547
C -4.529 -0.643 1.348
C -5.028 0.769 1.673
C -5.426 1.676 0.500
F -4.375 1.876 -0.327
F -5.815 2.870 0.989
F -4.155 1.409 2.471
F -6.190 0.589 2.371
O -3.127 -0.835 1.302
C -2.387 -0.630 0.184
C -1.340 0.486 0.372
F -1.931 1.632 0.758
F -0.721 0.710 -0.814
F -3.133 -0.423 -0.912
F -1.669 -1.773 -0.040
H -4.850 -1.244 2.197
H -5.024 -1.034 0.459
H -6.251 1.233 -0.062
H -0.605 0.183 1.120
```

***

An isolated ion of composition C9H17N2O3 and charge +1. Source: the Open Molecules 2025 dataset; level of theory: the ωB97M-V functional and the def2-TZVPD basis.

Properties
SMILES	CO[C@@H]1O/[N+]1=C(\C)[C@H](C)[N+]([O-])=C(C)C
electronic energy	-18719.7803	eV
orbital gap	8.2875	eV
net charge	+1
maximum force	1.39	eV Å⁻¹
E_LUMO	-3.846	eV
energy relative to the best compared isomer or geometry (same formula, charge and spin)	5.094	eV

```
31
C9H17N2O3 the ωB97M-V functional and the def2-TZVPD basis
C 0.466 -1.551 -0.164
C -0.107 -0.728 -1.284
C 0.010 -0.175 2.081
C -1.335 1.165 -0.345
C 1.124 -2.847 -0.375
C 0.777 -0.743 -2.529
C -1.318 2.573 0.132
C -2.628 0.423 -0.410
C 1.962 1.180 2.109
N 0.380 -1.042 1.001
N -0.216 0.667 -0.780
O 0.692 -1.409 2.279
O 0.907 1.254 -0.690
O 0.546 0.980 2.328
H -1.100 -1.115 -1.531
H -1.049 -0.191 2.339
H 0.494 -3.499 -0.984
H 1.353 -3.331 0.573
H 2.056 -2.697 -0.930
H 0.914 -1.750 -2.906
H 1.741 -0.294 -2.297
H 0.310 -0.142 -3.305
H -0.442 3.077 -0.274
H -1.249 2.617 1.220
H -2.222 3.094 -0.173
H -2.577 -0.572 0.033
H -2.974 0.322 -1.440
H -3.388 0.986 0.127
H 2.207 2.084 2.659
H 2.134 1.328 1.039
H 2.534 0.337 2.499
```

***

> The lowest maximum force belongs to which entry?

C9H17N2O3

***

> Look up the energy relative to the best compared isomer or geometry (same formula, charge and spin) of the first one.

0.233 eV

***

> Which value of energy relative to the best compared isomer or geometry (same formula, charge and spin) does entry 4 give?

2.019 eV